The following is a DFT calculation (ωB97M-V/def2-TZVPD) of the molecule C3H8N2O at a distorted geometry.

Each line ends with the Mulliken charge.
Element x y z (Å)
C -0.70 -0.62 -0.69  -0.489
C -0.40 1.72 0.07  -0.802
N -0.16 -1.19 0.50  -0.096
N -0.05 0.68 -0.89  -0.416
C 1.25 -1.25 0.61  -0.048
O 2.07 -1.28 -0.29  -0.537
H -0.75 -1.36 1.29  0.257
H 0.95 0.61 -1.06  0.299
H -1.79 -0.51 -0.59  0.392
H -0.46 -1.27 -1.53  0.229
H 1.52 -1.56 1.64  0.350
H 0.13 1.60 1.02  0.271
H -1.47 1.74 0.28  0.286
H -0.15 2.70 -0.35  0.303

Results
Total charge: 0
LUMO in eV: 0.828
ΔE to the lowest compared entry with this formula, charge and spin in kcal per mole: 31.7